# 1
16
Properties=species:S:1:pos:R:3:nbo_charge:R:1 method="wB97M-V/def2-TZVPD" total_charge=+1 spin_multiplicity=2 homo_ev="-14.9 / -14.9" relative_energy_kcal_mol=15.8
H 1.7530 -0.8452 -0.1037 0.316
H -1.3417 2.6588 1.4483 0.224
H -0.3269 -0.1091 1.1495 0.155
C 1.7803 -0.9692 -1.1911 -0.571
H 0.4405 -0.8906 -2.8548 0.395
H 2.2582 0.0115 -1.4475 0.399
H -2.6775 1.4432 1.4918 0.221
H 0.2166 1.1817 2.1868 0.209
C 0.4837 -1.2992 -1.8016 -0.545
H -1.6893 1.4630 0.1177 0.188
H 0.4076 -2.3726 -2.1107 0.379
C -0.6738 0.6459 1.8626 -0.603
H -1.1100 0.2404 2.7705 0.229
H 2.5122 -1.7498 -1.5279 0.334
C -1.6541 1.6621 1.1920 -0.610
H -0.3788 -1.0710 -1.1820 0.279

# 2
12
Properties=species:S:1:pos:R:3:nbo_charge:R:1 method="wB97M-V/def2-TZVPD" total_charge=+1 homo_ev=-14.1 relative_energy_kcal_mol=79.2
N 1.8435 0.0656 0.0083 -0.693
H 1.8362 0.1255 -1.0234 0.455
H 0.3429 0.0357 1.5924 0.241
H -0.5835 0.3498 -1.4224 0.200
H -2.7634 0.8573 -0.4793 0.369
H 2.2943 0.9066 0.3927 0.459
C -0.6617 0.0086 -0.4037 0.206
N -2.2972 0.3417 0.2592 -0.801
O -0.1529 -1.2236 -0.0433 -0.421
H 2.4019 -0.7655 0.2655 0.460
H -2.7055 -0.5808 0.3294 0.373
C 0.4455 -0.1209 0.5246 0.152

Number 1: total energy -4330.5484 eV, largest force on an atom 0.036 Eh/bohr. Number 2: total energy -7205.7083 eV, largest force on an atom 0.104 Eh/bohr.